Entry 1:
# C6H16NOP

The molecule C6H16NOP at a distorted geometry (ωB97M-V/def2-TZVPD, the Open Molecules 2025 dataset).

ΔE to the lowest compared entry with this formula, charge and spin   1.208 eV
Structure (SMILES)   CC(C)[P@@](C)(=O)N(C)C
Total charge   0
Calculated total energy   -19307.1124 eV
Frontier orbital gap   9.56 eV

CARTESIAN COORDINATES (ANGSTROEM)
H -1.289 -0.689 2.415
H 0.972 1.871 -0.649
H 3.226 -0.366 -1.087
H -2.162 -0.346 -2.249
H -3.564 -0.014 -0.073
H -0.390 -0.397 -2.157
H 2.190 -1.769 -0.339
C -1.369 0.247 -0.359
C -2.550 -0.405 0.175
O 0.094 -2.042 0.125
H 3.389 -0.766 0.597
H -2.548 -1.436 -0.215
H -0.612 0.881 2.558
H -1.391 1.290 -0.186
H -1.203 1.150 -2.127
H 0.349 -0.686 3.055
C 2.681 -0.752 -0.257
H -2.625 -0.229 1.228
C -0.305 -0.125 2.368
C -1.272 0.089 -1.873
N 1.524 0.085 -0.118
C 1.853 1.491 -0.363
H 2.478 1.539 -1.243
P 0.073 -0.636 0.450
H 2.452 2.017 0.323

Forces on the atoms, in the same order (eV/Å):
1.142 0.425 0.304
-3.101 2.585 -0.552
0.474 -0.426 -1.027
-0.621 -0.460 -0.654
0.792 0.261 -0.868
1.132 -0.910 -0.760
1.557 0.689 -0.433
1.892 -0.756 -0.616
-2.921 -0.734 0.159
-0.105 -2.321 0.072
-0.429 0.163 -0.028
-0.137 0.020 1.022
0.656 0.803 0.088
0.301 1.145 0.873
-0.036 -0.330 -1.205
0.004 0.884 -0.191
-1.068 -2.076 1.136
0.152 -0.931 0.829
-1.041 -3.484 -2.309
-0.135 2.171 1.075
-0.138 0.649 0.849
1.136 -2.778 -0.576
0.158 -0.277 -0.671
0.179 5.063 1.717
0.156 0.625 1.766

These are the Löwdin partial charges, in e, on atoms 1 to 2: number 1, H, carries 0.02; number 2, H, carries 0.03



Entry 2:
# C6H16NS

A cluster of 2 separate species, C6H16NS in total at a distorted geometry (ωB97M-V/def2-TZVPD, the Open Molecules 2025 dataset).

ΔE to the lowest compared entry with this formula, charge and spin   0.972 eV
Total charge   +1
Calculated total energy   -18799.6882 eV
Frontier orbital gap   9.63 eV

CARTESIAN COORDINATES (ANGSTROEM)
H -0.346 -0.559 -0.588
S 3.846 -1.167 0.621
H -2.961 0.014 -0.211
C 2.184 -1.551 -0.019
H -2.805 2.034 1.163
H 1.481 -1.630 0.811
H 3.538 -0.104 1.384
N 0.297 -0.714 -1.395
H 1.914 0.492 -0.668
H 2.241 -2.543 -0.467
H -1.599 2.268 -1.014
H -0.076 1.761 -0.208
H 0.013 -0.120 -2.180
H -2.104 -1.989 0.899
H -0.820 3.273 0.205
H -0.930 -0.940 1.854
C 1.759 -0.506 -1.061
C -1.049 2.245 -0.072
C -1.710 -1.000 1.099
H -1.310 1.480 1.946
C -2.215 0.123 0.573
H 2.309 -0.691 -1.980
C -1.858 1.514 1.007
H 0.200 -1.689 -1.696

Forces on the atoms, in the same order (eV/Å):
0.008 -0.040 -0.115
0.036 -0.240 -0.184
-0.151 0.171 0.088
0.103 0.467 0.193
0.087 0.145 0.163
-0.071 0.167 -0.029
-0.211 -0.097 -0.100
0.387 -0.081 -0.347
-0.146 0.168 -0.245
0.149 -0.012 -0.041
0.108 -0.018 -0.067
-0.044 -0.036 -0.121
-0.093 -0.029 0.216
0.082 0.043 -0.327
-0.144 0.013 0.048
-0.173 -0.007 0.176
-0.029 -0.927 0.583
0.024 0.081 0.192
0.107 0.417 0.183
-0.029 0.050 0.074
0.105 -0.646 0.157
0.113 0.398 -0.034
0.046 -0.136 -0.511
-0.263 0.150 0.047

These are the Löwdin partial charges, in e, on atoms 1 to 2: number 1, H, carries 0.09; number 2, S, carries 0.76



Which value of ΔE to the lowest compared entry with this formula, charge and spin does entry 1 give? 1.208 eV